[1]
113
Properties=species:S:1:pos:R:3 method="wB97M-V/def2-TZVPD" charge=-1 energy_ev=-166149.470 e_homo_ev=-2.56 orbital_gap_ev=4.221
S -3.99 -2.97 -1.04
S 1.90 -3.70 -6.76
S -7.42 -2.01 -3.49
S -2.83 5.31 0.42
S 7.64 -0.71 0.82
S -9.33 5.05 1.08
P 3.95 -0.43 1.88
F 3.40 3.89 3.38
F 1.57 2.89 2.61
F 2.43 4.58 1.57
O -4.88 -4.30 -1.20
O -8.27 -0.78 -2.91
O -2.65 -3.54 -1.73
O -6.49 -2.43 -2.51
O -2.19 6.78 0.40
O -7.03 -1.70 -4.82
O -3.21 4.97 -0.90
O -10.26 4.95 2.15
O 2.48 -4.37 -0.14
O 6.96 -0.29 -0.35
O -8.69 6.52 1.06
O -9.69 4.71 -0.25
O 5.88 -0.39 4.07
O 7.86 0.56 1.78
O 1.59 -2.43 -7.69
O 0.87 -4.66 -6.94
O -1.50 4.50 0.81
O 1.69 -2.99 -5.34
O -3.74 5.22 1.51
O 2.91 2.20 0.24
O 1.61 -2.29 -0.48
O 3.27 -4.04 -6.91
O -4.52 -1.96 -1.88
O -8.01 4.24 1.48
O -3.74 -2.76 0.34
O 7.26 -1.84 1.59
O -8.64 -3.08 -3.57
O 9.20 -0.93 0.42
C -0.20 -1.20 1.99
C 1.69 -1.56 -5.52
C 2.37 -3.36 -0.82
C 9.25 0.77 2.02
C 3.13 -3.22 -2.13
C 4.55 -1.87 6.17
C -6.86 5.09 1.30
C -0.85 6.74 0.93
C -0.36 5.35 0.62
C -9.79 -2.54 -2.90
C 2.10 -0.18 2.38
C 0.27 -2.66 -0.09
C -9.67 -1.04 -3.05
C 1.25 -1.48 2.50
C -0.39 -1.41 0.48
C 9.95 0.23 0.78
C 1.08 -1.36 -6.89
C -2.77 -4.94 -1.95
C 3.64 2.57 1.39
C -7.37 6.48 1.61
C 2.75 3.44 2.31
C -4.25 -5.18 -2.13
C 4.40 1.46 2.15
C 3.73 -1.58 4.87
B 4.55 -0.81 3.72
H 9.89 0.95 -0.05
H 3.44 -2.57 4.48
H -0.43 -0.15 2.20
H 1.70 -2.36 2.05
H -9.75 -2.85 -1.85
H 4.39 3.29 1.04
H -2.19 -5.24 -2.82
H 0.34 -3.40 0.73
H -0.01 -1.45 -6.86
H 1.97 2.42 0.31
H 4.16 -3.58 -2.02
H -6.75 7.26 1.16
H 1.35 -0.40 -7.32
H -6.05 4.79 1.95
H -4.58 -4.90 -3.14
H 0.46 5.04 1.26
H -0.05 5.26 -0.43
H -1.48 -1.52 0.31
H 5.47 1.58 1.95
H -4.54 -6.21 -1.94
H -7.44 6.65 2.69
H 10.99 -0.02 0.96
H 4.05 -2.71 6.68
H -0.24 7.51 0.48
H 4.30 1.66 3.23
H 2.72 -1.22 -5.48
H 2.59 -3.76 -2.92
H -10.23 -0.50 -2.30
H -0.91 6.91 2.01
H 3.74 -1.89 1.69
H 1.56 0.48 1.68
H 9.45 1.82 2.18
H 5.56 -2.20 5.89
H 1.15 -1.69 3.58
H 5.37 -0.68 1.48
H 6.42 -1.18 3.90
H 3.67 -0.27 0.45
H -0.29 -3.13 -0.91
H 2.07 0.35 3.35
H -6.54 5.01 0.26
H 3.21 -2.16 -2.39
H -10.70 -2.93 -3.35
H 1.12 -1.08 -4.73
H -0.09 -0.54 -0.12
H 9.53 0.20 2.91
H -9.98 -0.71 -4.04
H 4.56 -1.01 6.84
H 2.78 -1.08 5.11
H -2.39 -5.46 -1.07
H -0.91 -1.78 2.59



[2]
84
Properties=species:S:1:pos:R:3 method="wB97M-V/def2-TZVPD" charge=+1 energy_ev=-131196.257 e_homo_ev=-12.01 orbital_gap_ev=6.545
Br -2.12 -5.38 -1.59
S 1.77 -0.46 0.18
P 1.95 -2.12 -0.75
F -1.77 -3.36 0.53
F -3.35 -2.59 -2.46
F -1.12 -1.70 -0.74
F -3.50 -1.38 -0.69
N 0.85 -5.10 -1.81
N 0.88 -3.41 -0.20
N -1.05 -3.81 -1.63
C -1.71 -2.86 -0.72
C -0.87 2.72 0.96
C 2.12 -6.40 -0.25
C 7.93 5.75 1.21
C 0.55 3.21 1.22
C 5.10 7.02 0.89
C 0.10 5.58 3.20
C -7.69 -3.65 -3.84
C 0.10 4.10 3.60
C 0.93 3.19 2.70
C 5.05 8.01 2.06
C -6.78 -8.05 -2.10
C -8.19 -4.62 -2.77
C 8.09 4.95 -0.09
C -3.22 -2.62 -1.13
C 0.25 -4.12 -1.21
C 2.20 -5.57 -1.47
C 2.06 -6.84 0.87
C -6.15 -6.98 -2.99
C 6.71 5.35 2.02
C 5.36 5.58 1.33
C -7.14 -4.96 -1.72
C -5.89 -5.66 -2.25
C 1.49 6.21 3.26
H -6.78 -6.80 -3.86
H 7.91 6.82 0.98
H 0.67 4.21 0.81
H -6.83 -4.03 -1.22
H 0.85 2.16 3.08
H 2.92 -4.76 -1.37
H -3.92 -3.29 -0.62
H -9.05 -4.17 -2.27
H 1.99 3.45 2.79
H 4.14 7.06 0.36
H 4.56 5.26 2.00
H -0.93 3.75 3.62
H -7.60 -5.57 -0.94
H -7.36 -2.71 -3.39
H -1.01 1.70 1.33
H -1.09 2.72 -0.11
H 6.00 8.05 2.59
H 2.22 -7.28 1.82
H -6.85 -4.07 -4.41
H 2.18 5.74 2.57
H -5.19 -7.36 -3.36
H 1.90 6.14 4.27
H -0.56 6.12 3.88
H 8.82 5.59 1.82
H -0.31 5.70 2.20
H -7.76 -7.74 -1.74
H 3.29 -2.59 -0.81
H 4.83 9.01 1.70
H 1.24 2.56 0.68
H -6.15 -8.27 -1.24
H 1.30 -4.03 0.49
H 4.27 7.72 2.77
H -8.56 -5.53 -3.25
H 0.47 4.01 4.63
H 0.39 -5.61 -2.56
H -5.35 -4.99 -2.92
H 2.56 -6.20 -2.29
H 6.72 5.89 2.97
H 7.25 5.12 -0.76
H 8.16 3.88 0.12
H 1.57 -1.92 -2.10
H -6.92 -8.97 -2.66
H -1.62 3.36 1.45
H 5.86 7.35 0.17
H 5.29 4.93 0.45
H 8.99 5.26 -0.61
H 6.78 4.29 2.28
H 1.43 7.27 3.00
H -8.48 -3.42 -4.55
H -5.21 -5.86 -1.41